(1)
Formula: C32H51N6O3S4SbSeSiTa
Source: OMol25
Level of theory: ωB97M-V/def2-TZVPD

Element x y z (Å)
Ta: -0.1101 0.8176 0.1329
O: -5.1644 -2.9542 4.6077
C: -4.3884 -1.9039 5.1176
C: -3.4746 -1.3633 4.0619
C: -2.5772 -0.3371 4.3396
C: -1.7823 0.1328 3.3142
N: -1.7957 -0.3515 2.0774
C: -2.6766 -1.3194 1.7864
C: -3.5232 -1.8444 2.7606
C: -2.7704 -1.7357 0.3756
C: -3.7136 -2.6796 -0.0299
C: -3.9240 -2.9340 -1.3770
C: -5.0295 -3.8704 -1.8003
O: -5.3778 -4.8000 -0.8111
C: -3.1399 -2.2355 -2.2901
C: -2.1784 -1.3642 -1.8109
N: -1.9730 -1.1205 -0.5183
H: -5.7451 -3.2895 5.2984
H: -3.7783 -2.2381 5.9675
H: -5.0196 -1.0759 5.4731
H: -2.4928 0.0931 5.3252
H: -1.0950 0.9460 3.5046
H: -4.2442 -2.6132 2.5469
H: -4.3211 -3.2110 0.6842
H: -4.7821 -4.3454 -2.7569
H: -5.9238 -3.2522 -1.9604
H: -4.8627 -5.6087 -0.9065
H: -3.2832 -2.3696 -3.3496
H: -1.5491 -0.8240 -2.5027
C: -0.7408 2.3322 -4.4002
C: 0.1091 1.5284 -3.4586
O: -0.3786 1.0071 -2.4460
N: 1.3925 1.3974 -3.7963
C: 2.3920 0.6712 -3.0212
C: 2.0649 -0.7958 -2.9184
C: 2.6632 -1.6756 -3.8134
C: 2.3459 -3.0193 -3.7556
C: 1.4267 -3.4338 -2.8043
C: 0.8815 -2.4862 -1.9542
N: 1.1928 -1.1938 -1.9900
H: -1.7632 2.3452 -4.0341
H: -0.7163 1.8937 -5.3949
H: -0.3754 3.3542 -4.4623
H: 1.7118 1.8630 -4.6316
H: 2.4636 1.0947 -2.0154
H: 3.3553 0.7992 -3.5112
H: 3.3681 -1.3067 -4.5418
H: 2.8051 -3.7213 -4.4321
H: 1.1300 -4.4669 -2.7301
H: 0.1578 -2.7778 -1.2035
S: 3.9890 0.4334 0.5873
Sb: 2.8250 2.3404 1.2803
S: 0.9570 1.1125 2.2499
S: 1.3323 2.6339 -0.6357
C: 6.3250 -0.5801 -1.7503
C: 6.9786 -1.9576 -1.7574
C: 6.5948 -2.8540 -0.5796
C: 5.2258 -3.5234 -0.7014
N: 4.1634 -2.6508 -0.2381
C: 3.0515 -2.9247 0.4119
S: 2.1163 -1.5919 0.9854
N: 2.5032 -4.1202 0.6415
C: 2.9840 -5.4860 0.4542
C: 3.8082 -5.9946 1.6435
C: 4.1198 -7.4918 1.5501
C: 5.0964 -7.8503 0.4357
H: 6.7625 0.0405 -2.5283
H: 6.4933 -0.0792 -0.7999
H: 5.2525 -0.6389 -1.9269
H: 8.0597 -1.8225 -1.7258
H: 6.7359 -2.4757 -2.6874
H: 6.6348 -2.2812 0.3464
H: 7.3320 -3.6541 -0.5030
H: 5.2223 -4.4314 -0.1035
H: 5.0362 -3.7854 -1.7480
H: 4.3955 -1.6620 -0.2788
H: 1.6782 -4.0535 1.2251
H: 3.5430 -5.5632 -0.4774
H: 2.0934 -6.1119 0.3611
H: 3.2458 -5.8162 2.5620
H: 4.7457 -5.4410 1.7241
H: 3.1942 -8.0534 1.4088
H: 4.5548 -7.8032 2.5018
H: 4.6762 -7.6531 -0.5475
H: 5.3366 -8.9093 0.4831
H: 6.0222 -7.2894 0.5399
C: -1.7988 5.1425 -1.7200
Si: -2.4168 4.7781 0.0538
C: -4.2865 4.6169 0.3812
C: -1.2601 5.5402 1.3693
Se: -2.0189 2.2085 0.1396
H: -1.8301 6.1995 -1.9693
H: -2.3967 4.6095 -2.4552
H: -0.7663 4.8101 -1.8189
H: -4.8032 5.5703 0.3420
H: -4.4589 4.1705 1.3593
H: -4.7238 3.9480 -0.3596
H: -1.3907 6.6170 1.4282
H: -0.2155 5.3595 1.1221
H: -1.4385 5.1402 2.3629

Cartesian forces, eV/Å:
Ta -0.0101 0.7847 -0.3954
O -0.0695 -0.1508 -0.2105
C 0.0246 0.2178 0.4829
C 0.0990 0.0348 -0.2542
C -0.1687 -0.2232 -0.2497
C 0.1137 0.1164 0.3131
N 0.4039 0.0177 -0.6441
C 0.1073 0.1403 0.5032
C 0.1088 0.1289 0.0412
C -0.0735 -0.3009 -0.3616
C 0.1945 0.2095 -0.0041
C 0.2151 0.1409 0.0704
C -0.1438 0.1976 -0.2829
O 0.0242 -0.2212 0.2224
C -0.1565 -0.1022 0.3921
C -0.0012 -0.0737 -0.5191
N 0.7577 0.7633 0.3117
H 0.0299 0.0276 -0.0411
H -0.0138 0.0624 -0.0413
H 0.0750 -0.0773 -0.0106
H -0.0193 0.0728 0.0972
H -0.0336 -0.0379 0.0224
H -0.0210 -0.0765 -0.0971
H -0.0177 0.0274 0.0531
H -0.0226 0.0591 0.0974
H 0.1477 -0.1077 -0.1065
H -0.0289 0.0984 -0.0338
H 0.0931 0.0314 -0.1848
H 0.0564 0.0002 0.0378
C -0.1575 -0.0870 0.0841
C -0.0054 0.0482 -0.0542
O -0.1710 -0.0579 0.7651
N 0.2823 0.1594 -0.0575
C -0.0483 -0.1899 0.4811
C 0.1794 0.0907 -0.2716
C -0.0747 -0.1358 0.1317
C -0.0575 0.0407 0.1650
C 0.0220 0.1047 -0.0717
C -0.0484 -0.1977 0.0385
N -0.0584 0.2149 0.1684
H 0.0027 -0.0303 -0.0136
H -0.0176 0.0167 -0.1179
H 0.0785 0.1050 -0.0320
H -0.1191 -0.0031 0.0197
H 0.0836 -0.1615 -0.3261
H -0.0589 0.0385 -0.0481
H 0.0843 0.0647 -0.0676
H 0.0305 -0.1226 -0.1133
H -0.0600 -0.1324 0.0454
H 0.0220 -0.0441 0.0784
S 0.1012 0.0076 0.0952
Sb 0.0179 -0.2148 -0.1126
S -0.7737 -0.3480 -0.6794
S -0.8540 -0.7597 0.3807
C 0.2176 -0.2215 -0.0973
C -0.0059 0.0739 0.1676
C -0.0574 -0.0847 -0.2908
C 0.2830 -0.3927 -0.0929
N 0.2577 0.1159 0.0823
C -0.5500 0.1706 -0.3138
S -0.2044 0.6659 0.7787
N 0.0343 0.0195 0.0833
C 0.4064 -0.2905 0.1751
C -0.1530 -0.2888 -0.1330
C 0.1774 0.1665 -0.0735
C -0.1792 -0.0121 0.1447
H -0.0530 0.0989 -0.1084
H -0.0315 0.0712 0.0911
H -0.1711 0.0725 -0.0398
H 0.0346 -0.0291 -0.1092
H 0.1358 -0.0416 -0.0868
H 0.0597 -0.0257 0.2006
H 0.0040 0.0045 0.0597
H -0.0048 0.0024 -0.0669
H 0.0278 -0.1362 0.0562
H -0.2796 -0.1782 -0.0178
H 0.1546 0.0770 -0.0895
H -0.1274 0.0179 -0.0088
H 0.0360 0.0531 -0.1106
H -0.0261 0.1381 0.0110
H 0.0204 0.1353 0.0317
H -0.0682 -0.0242 0.1267
H -0.1323 -0.0342 0.0063
H 0.0011 0.0258 -0.1730
H 0.0745 -0.0577 -0.0745
H 0.1508 0.0579 -0.0282
C -0.4644 -0.3355 0.7824
Si 0.6946 -0.4532 -0.1723
C 0.9692 -0.0775 -0.1323
C -0.6054 -0.5469 -0.4722
Se -0.4394 0.7130 0.2421
H -0.0697 0.2176 0.1218
H -0.1189 -0.0684 -0.0301
H 0.1002 -0.0550 0.1380
H 0.0010 0.2197 -0.0455
H 0.0834 0.0414 0.0955
H 0.0207 0.0487 -0.1060
H -0.1613 0.2196 -0.1179
H 0.0232 -0.1211 -0.1966
H -0.1352 -0.1185 0.0971

- <S²> = 0.7557
- net charge = +2
- HOMO-LUMO gap (spin up / spin down) (eV) = 6.113 / 6.541
- energy above the lowest of the compared OMol25 structures with the same formula, charge and spin (kcal per mole) = 72.6
- 2S+1 = 2
- highest occupied orbital energy (spin up / spin down) (eV) = -12.211 / -12.768


(2)
Formula: C32H51N7O2S
Source: OMol25
Level of theory: ωB97M-V/def2-TZVPD

Element x y z (Å)
C: -0.6031 -2.4394 -0.0400
C: -0.8869 -1.8265 1.4234
C: -0.5814 -0.3519 1.3433
C: 0.7166 0.0494 0.7606
N: 1.7156 0.4383 0.3171
H: -1.0558 -3.4274 -0.1233
H: 0.4613 -2.6738 -0.0305
H: -0.8963 -1.9466 -0.9670
H: -0.3163 -2.3546 2.1873
H: -1.9147 -2.0621 1.6993
H: -0.7381 0.1314 2.3077
H: -1.2306 0.2181 0.6787
C: -0.3977 2.7152 -3.3150
C: -1.6486 1.8763 -3.7329
C: -1.9273 1.7361 -5.2009
C: -2.0781 3.0094 -5.8836
N: -2.1677 4.0463 -6.3566
H: 0.5678 2.2285 -3.4527
H: -0.4207 3.0871 -2.2906
H: -0.3591 3.6542 -3.8670
H: -2.5176 2.3892 -3.3208
H: -1.7211 0.9592 -3.1484
H: -2.9221 1.3003 -5.2942
H: -1.1732 1.1368 -5.7110
C: -1.4357 6.4727 0.6119
C: -1.5364 5.3499 1.6615
C: -0.5285 5.2420 2.8141
C: -0.5007 6.4710 3.6445
N: -0.5890 7.4868 4.2532
H: -0.4163 6.7088 0.3067
H: -1.8408 7.4278 0.9462
H: -2.0518 6.1081 -0.2101
H: -1.6430 4.3513 1.2380
H: -2.4971 5.5093 2.1511
H: 0.4874 5.1315 2.4350
H: -0.7254 4.4008 3.4787
C: 3.1418 -1.2939 -4.3161
C: 2.9674 -2.3396 -5.4348
C: 2.4469 -1.8533 -6.7904
C: 3.1801 -0.7716 -7.4572
N: 3.6737 0.1026 -8.0420
H: 2.2317 -0.7099 -4.1790
H: 3.9677 -0.6319 -4.5762
H: 3.3563 -1.8037 -3.3768
H: 2.1799 -2.9795 -5.0367
H: 3.8693 -2.9492 -5.4896
H: 1.4191 -1.5273 -6.6309
H: 2.4023 -2.6424 -7.5410
C: 3.6669 -2.7928 4.6006
C: 2.6913 -3.8053 5.1969
C: 3.3041 -4.4660 6.4328
S: 4.4489 -3.2068 7.1629
O: 5.4985 -3.8104 7.9878
O: 3.5990 -2.1383 7.7492
C: 4.9628 -2.5119 5.4922
H: 3.0838 -1.8845 4.4487
H: 3.9285 -2.9893 3.5609
H: 2.2183 -4.5008 4.5036
H: 1.8125 -3.2692 5.5553
H: 3.9248 -5.3020 6.1103
H: 2.6995 -4.6736 7.3157
H: 5.8056 -3.0914 5.1154
H: 5.2883 -1.4733 5.5504
N: 6.1464 3.8886 -1.7368
C: 6.7910 4.5233 -2.7500
C: 6.4663 5.8875 -2.4984
C: 5.5229 6.0086 -1.4745
C: 5.3025 4.7540 -1.0408
H: 6.1054 2.8893 -1.5965
H: 7.3073 3.8865 -3.4530
H: 6.8166 6.6949 -3.1243
H: 4.9090 6.8848 -1.3266
H: 4.6630 4.3451 -0.2725
N: -7.6088 2.0385 5.7128
C: -6.2348 2.2755 5.7720
C: -5.6457 1.5242 4.7203
C: -6.7040 0.8504 4.0720
C: -7.9294 1.2034 4.6839
H: -8.3539 2.4778 6.2343
H: -5.8414 2.9617 6.5074
H: -4.6275 1.4055 4.3804
H: -6.5465 0.1597 3.2568
H: -8.9486 0.9224 4.4632
N: -3.7770 -7.2924 -3.1424
C: -5.0013 -7.0347 -3.7604
C: -5.9331 -8.0144 -3.3807
C: -5.2199 -8.9021 -2.5181
C: -3.9768 -8.3375 -2.2394
H: -2.9745 -6.6798 -3.1712
H: -5.1808 -6.1588 -4.3661
H: -6.9781 -8.1294 -3.6277
H: -5.7667 -9.6668 -1.9866
H: -3.1783 -8.6037 -1.5627

Cartesian forces, eV/Å:
C 0.3309 -1.3490 1.8419
C -0.2359 -0.8500 -2.6478
C -0.0962 1.2119 0.2150
C 1.3584 0.0859 0.2437
N -1.2742 -0.5652 0.4524
H -0.2275 -0.0870 0.2011
H 0.1448 0.3394 -0.5319
H 0.0049 0.7659 0.5361
H 0.4673 0.1498 -0.2790
H -0.1793 0.6647 -0.0838
H 0.4327 0.1108 0.1287
H -0.7309 -0.4718 -0.0792
C -0.3065 0.1547 -0.4023
C 0.2951 1.4351 2.0174
C -0.2884 -0.5256 -0.3593
C 0.5768 0.1264 0.3145
N -0.1638 0.4585 -0.3335
H -0.1334 -0.2494 -0.1113
H -0.2872 -0.5330 0.2377
H -0.0698 -0.0920 -0.4251
H -0.0776 0.4385 -0.0031
H 0.4667 -0.5077 -0.5900
H 0.1494 -0.6222 -0.1828
H -0.1470 -0.0829 -0.1476
C 0.2609 -0.4688 0.3538
C -0.8688 0.1998 0.8933
C 0.6985 1.0228 -0.0075
C -0.7544 3.4459 1.8780
N 0.4675 -3.7872 -2.2002
H 0.0354 -0.3814 -0.2938
H -0.1653 -0.1912 0.2790
H 0.2749 0.3938 -0.3286
H 0.3384 0.0879 -0.4031
H -0.2333 -0.0904 0.0469
H 0.0973 -0.1987 -0.0858
H -0.1476 -0.0402 -0.1396
C 0.2029 -0.0238 -0.8736
C -0.3443 -0.1557 0.9432
C 0.1360 0.1301 0.0168
C 0.5406 1.4654 -0.6092
N -0.5695 -1.3298 0.9309
H 0.0177 0.1065 -0.0237
H -0.0465 0.1945 0.2518
H 0.0875 0.0705 -0.0494
H 0.0068 -0.4567 -0.2994
H 0.0223 0.0890 -0.3295
H -0.0378 0.2326 -0.1817
H -0.0213 -0.3183 0.2374
C 0.6248 1.3332 -0.3491
C -1.0703 0.1655 1.4666
C 1.3307 0.4842 0.0396
S -0.5759 1.6222 0.0044
O -1.1716 0.6190 -1.3440
O 1.2199 -1.8246 -0.8119
C -1.0838 -1.3630 -0.1013
H 0.2621 0.3406 0.4695
H 0.4794 -0.6101 0.1782
H 0.7306 -0.3161 -0.1567
H 0.0573 0.3252 0.0864
H 0.0407 -0.1802 0.4977
H -0.3834 -0.3438 -0.4626
H -0.0294 -0.1712 0.1740
H -0.4333 -0.0753 0.2978
N -1.6652 -0.4911 0.7585
C -0.7869 1.8534 1.8177
C 1.4480 -0.8373 -2.7051
C -0.2733 0.3861 -0.8023
C 0.5027 -2.0389 0.6834
H 0.0635 0.2389 -0.1254
H 0.3696 0.7399 -0.1191
H -0.0289 0.0257 0.0320
H 0.3275 -0.0045 0.5109
H 0.0259 0.1203 -0.0492
N 0.3862 0.1338 -0.3053
C -0.3028 -0.8435 -1.2682
C -1.4811 0.6502 1.2275
C -1.3173 0.1634 0.3464
C 2.1384 -0.5121 -0.6932
H 0.5976 0.1345 0.2348
H 0.0575 -0.1633 -0.1288
H 0.0730 0.3479 0.5211
H -0.3011 0.0686 -0.0261
H 0.1610 0.0212 0.0851
N -1.9463 -0.1026 0.6864
C -0.6974 -0.7455 0.1948
C 2.2096 0.5887 -0.2247
C -0.1747 1.3017 1.0901
C -0.0668 -0.4873 -1.4291
H -0.3014 -0.1990 0.0664
H 0.3317 -0.1153 -0.0835
H 0.2057 0.2551 -0.2766
H 0.5698 -0.2509 0.1222
H -0.1289 -0.2463 -0.1467

- net charge = 0
- HOMO-LUMO gap (eV) = 7.768
- SMILES = O=S1(=O)CCCC1.c1cc[nH]c1.c1cc[nH]c1.c1cc[nH]c1.CCCC#N.CCCC#N.CCCC#N.CCCC#N
- 2S+1 = 1
- highest occupied orbital energy (eV) = -8.079